Version P
Formula: C22H27N3O4S
Source: the OMol25 dataset
Level of theory: wB97M-V/def2-TZVPD

The geometry in XYZ format:
```
57
Properties=species:S:1:pos:R:3:nbo_charge:R:1
C -6.9653 -0.2773 1.6170 -0.250
H -6.8234 0.6954 1.1337 0.172
O -6.5060 -1.3300 0.8081 -0.496
C -5.1797 -1.3669 0.4804 0.288
C -4.2344 -0.4248 0.8694 -0.319
C -2.9153 -0.5684 0.4789 -0.179
C -2.5130 -1.6440 -0.3052 0.107
C -3.4607 -2.5874 -0.6966 -0.213
C -4.7744 -2.4459 -0.3051 -0.244
H -5.5165 -3.1702 -0.6007 0.223
H -3.1616 -3.4277 -1.2998 0.255
N -1.1605 -1.7152 -0.6667 -0.623
C -0.5157 -2.7332 -1.2720 0.668
O -1.0119 -3.7816 -1.6316 -0.621
C 0.9774 -2.4739 -1.5206 -0.319
N 1.6223 -1.6190 -0.5493 -0.442
C 2.1132 -0.4374 -0.9655 0.697
O 2.0757 -0.0798 -2.1319 -0.651
C 2.7547 0.5033 0.0718 -0.146
N 2.0243 1.7591 0.0122 -0.587
C 0.6792 1.7521 0.1265 0.682
O 0.0693 0.7348 0.4298 -0.678
C -0.0042 3.0484 -0.1125 -0.088
C -1.2972 3.0241 -0.6277 -0.175
C -1.9728 4.2055 -0.8696 -0.210
C -1.3692 5.4193 -0.5855 -0.190
C -0.0894 5.4491 -0.0550 -0.214
C 0.5953 4.2706 0.1787 -0.203
H 1.5833 4.3032 0.6155 0.212
H 0.3764 6.3952 0.1785 0.217
H -1.8966 6.3430 -0.7715 0.217
H -2.9718 4.1792 -1.2782 0.220
H -1.7571 2.0712 -0.8429 0.232
H 2.4737 2.5346 -0.4476 0.407
H 2.6801 0.1110 1.0880 0.227
C 4.2166 0.7417 -0.3016 -0.405
C 5.0395 -0.5338 -0.2371 -0.513
H 6.0648 -0.3384 -0.5547 0.222
H 4.6051 -1.3074 -0.8720 0.215
S 5.1210 -1.1935 1.4697 0.160
C 6.1146 -2.6706 1.1288 -0.731
H 7.0821 -2.3742 0.7331 0.216
H 6.2419 -3.1894 2.0729 0.234
H 5.5893 -3.3062 0.4210 0.215
H 4.6444 1.4879 0.3715 0.216
H 4.2514 1.1206 -1.3271 0.235
C 1.6000 -2.0701 0.8279 -0.437
H 1.1453 -3.0577 0.8549 0.219
H 2.6086 -2.1404 1.2387 0.220
H 1.0029 -1.3985 1.4479 0.220
H 1.0766 -1.9925 -2.4994 0.268
H 1.4757 -3.4483 -1.5629 0.218
H -0.6195 -0.9017 -0.3846 0.440
H -2.1826 0.1603 0.7916 0.225
H -4.5070 0.4235 1.4777 0.216
H -6.4688 -0.2722 2.5933 0.174
H -8.0305 -0.4554 1.7574 0.198
```

Computed properties:
**HOMO**: -7.63 eV
**Molar mass**: 429.5 g mol⁻¹



Version Q
Formula: C22H27N3O4S
Source: the OMol25 dataset
Level of theory: wB97M-V/def2-TZVPD

The geometry in XYZ format:
```
57
Properties=species:S:1:pos:R:3:nbo_charge:R:1
C -6.6253 -0.5969 -0.8974 -0.713
C -5.4284 0.3247 -0.8780 0.692
O -5.3549 1.3122 -1.5745 -0.596
N -4.4322 -0.0394 -0.0112 -0.450
C -3.2376 0.6481 0.1825 0.249
C -2.7820 1.7927 -0.4562 -0.239
C -1.5443 2.2981 -0.0872 -0.170
C -0.7928 1.6698 0.8858 -0.341
C -1.2424 0.5262 1.5292 -0.187
C -2.4694 0.0178 1.1675 -0.063
C -3.1861 -1.1952 1.6812 -0.423
H -3.3784 -1.1133 2.7518 0.227
H -2.6008 -2.1014 1.5168 0.223
C -4.4902 -1.2073 0.8645 -0.205
H -4.5750 -2.1181 0.2644 0.203
H -5.3673 -1.1428 1.5144 0.203
H -0.6251 0.0660 2.2846 0.241
S 0.7834 2.3498 1.3678 2.318
O 1.5852 1.2734 1.9061 -0.962
O 0.5777 3.4997 2.1974 -0.930
N 1.3982 2.9410 -0.0591 -0.875
H 1.6827 3.8980 0.0745 0.422
C 2.2637 2.1913 -0.9563 -0.135
C 1.5017 0.9685 -1.4873 0.684
O 1.1785 0.8769 -2.6545 -0.626
N 1.2446 0.0251 -0.5690 -0.651
H 1.5010 0.1769 0.3998 0.431
C 0.5367 -1.1986 -0.8927 -0.267
C 1.2716 -2.3702 -0.3034 0.058
C 0.8910 -2.8992 0.9223 -0.248
C 1.6000 -3.9452 1.4868 -0.193
C 2.7025 -4.4676 0.8327 -0.222
C 3.0934 -3.9405 -0.3869 -0.191
C 2.3821 -2.8968 -0.9509 -0.236
H 2.6847 -2.4837 -1.9021 0.216
H 3.9545 -4.3440 -0.8989 0.213
H 3.2569 -5.2830 1.2731 0.214
H 1.2941 -4.3513 2.4398 0.211
H 0.0345 -2.4869 1.4368 0.202
H 0.4956 -1.2570 -1.9838 0.244
H -0.4860 -1.1470 -0.5005 0.196
H 2.4348 2.8349 -1.8287 0.233
C 3.6285 1.8091 -0.3476 -0.233
C 4.4687 1.0847 -1.3964 -0.607
H 5.4228 0.7825 -0.9714 0.214
H 4.6595 1.7366 -2.2464 0.205
H 3.9556 0.1969 -1.7568 0.215
C 4.3530 3.0561 0.1574 -0.611
H 5.3420 2.7877 0.5210 0.219
H 4.4679 3.7860 -0.6426 0.199
H 3.8059 3.5127 0.9797 0.211
H 3.4622 1.1436 0.5033 0.224
H -1.1504 3.1817 -0.5612 0.240
H -3.3774 2.2693 -1.2159 0.264
H -6.3313 -1.6060 -1.1773 0.228
H -7.3352 -0.2168 -1.6266 0.248
H -7.1024 -0.6299 0.0796 0.228
```

Computed properties:
**HOMO**: -8.61 eV
**Molar mass**: 429.5 g mol⁻¹



Relative to the most stable one, in eV, the structures come out at version P 0.000; version Q 0.353.



Version P
Formula: C22H27N3O4S
Source: the OMol25 dataset
Level of theory: wB97M-V/def2-TZVPD

The geometry in XYZ format:
```
57
Properties=species:S:1:pos:R:3:nbo_charge:R:1
C -8.2395 -0.9060 -1.0082 -0.713
C -7.0690 -0.9891 -1.9658 0.686
O -7.2251 -1.2389 -3.1465 -0.635
N -5.8395 -0.7452 -1.4507 -0.445
C -5.4939 -0.5762 -0.0602 -0.222
H -6.3865 -0.4541 0.5489 0.215
C -4.6888 -1.7819 0.4379 -0.405
H -4.3790 -1.5994 1.4673 0.227
H -5.3204 -2.6726 0.4157 0.208
C -3.4536 -2.0332 -0.4345 -0.308
C -2.3950 -0.9524 -0.2197 0.696
O -2.5827 0.0629 0.4084 -0.607
N -1.2037 -1.2780 -0.8092 -0.606
C -0.0226 -0.5392 -0.8670 0.163
C 0.0815 0.7578 -0.3638 -0.205
C 1.2858 1.4324 -0.4550 -0.188
C 2.3780 0.8219 -1.0398 -0.360
C 2.2855 -0.4570 -1.5549 -0.183
C 1.0869 -1.1379 -1.4700 -0.241
H 1.0034 -2.1373 -1.8732 0.212
H 3.1528 -0.8933 -2.0243 0.247
S 3.9393 1.6986 -1.1051 2.325
O 3.6576 3.0930 -1.2595 -0.932
O 4.7966 1.0341 -2.0405 -0.943
N 4.6289 1.5268 0.3944 -0.864
H 4.1242 1.9986 1.1275 0.408
C 5.2277 0.2704 0.7617 -0.224
C 4.2667 -0.7087 1.4599 -0.461
C 3.7152 -0.0980 2.7174 0.065
C 2.4245 0.4139 2.7534 -0.257
C 1.9376 1.0215 3.8983 -0.193
C 2.7376 1.1259 5.0226 -0.223
C 4.0249 0.6149 4.9982 -0.200
C 4.5095 0.0087 3.8536 -0.250
H 5.5132 -0.3915 3.8402 0.209
H 4.6522 0.6887 5.8742 0.214
H 2.3594 1.5998 5.9159 0.215
H 0.9308 1.4121 3.9098 0.214
H 1.7918 0.3301 1.8808 0.214
H 3.4519 -0.9685 0.7820 0.215
H 4.8242 -1.6171 1.6967 0.220
H 5.6023 -0.1561 -0.1704 0.233
H 6.0772 0.4769 1.4209 0.201
H 1.3880 2.4409 -0.0868 0.243
H -0.7746 1.2225 0.0951 0.254
H -1.1528 -2.1795 -1.2642 0.400
C -3.8710 -2.1057 -1.9124 -0.400
C -4.6763 -0.8662 -2.3019 -0.232
H -5.0263 -0.9455 -3.3326 0.256
H -4.0612 0.0339 -2.1938 0.193
H -3.0022 -2.1937 -2.5670 0.206
H -4.4967 -2.9886 -2.0593 0.219
H -3.0051 -2.9908 -0.1415 0.223
H -4.8800 0.3242 0.0407 0.223
H -8.2915 0.0773 -0.5467 0.226
H -8.1625 -1.6650 -0.2329 0.222
H -9.1483 -1.0773 -1.5785 0.245
```

Computed properties:
**HOMO**: -9.08 eV
**Molar mass**: 429.5 g mol⁻¹



Version Q
Formula: C22H27N3O4S
Source: the OMol25 dataset
Level of theory: wB97M-V/def2-TZVPD

The geometry in XYZ format:
```
57
Properties=species:S:1:pos:R:3:nbo_charge:R:1
C 0.7102 1.6871 2.2767 -0.644
C -0.1843 0.4947 2.1648 -0.007
C -1.5635 0.6352 2.0961 -0.199
C -2.3790 -0.4734 1.9773 -0.271
C -1.8657 -1.7625 1.9530 -0.028
C -0.4815 -1.8939 2.0323 -0.198
C 0.3460 -0.7902 2.1172 -0.182
H 1.4183 -0.9142 2.1347 0.242
H -0.0510 -2.8848 2.0122 0.211
C -2.7365 -2.9735 1.8268 -0.656
H -2.3137 -3.7991 2.3958 0.226
H -2.7938 -3.2869 0.7835 0.212
H -3.7388 -2.7660 2.1897 0.252
S -4.1093 -0.1490 1.6381 2.299
O -4.3444 1.2598 1.6911 -0.926
O -5.0052 -1.0065 2.3590 -0.937
N -4.2274 -0.6664 0.0205 -0.858
C -3.1329 -0.4306 -0.8011 0.245
C -2.5528 0.8378 -0.8079 -0.295
C -1.4067 1.0671 -1.5364 -0.090
C -0.8076 0.0429 -2.2665 -0.183
C -1.4279 -1.2014 -2.3152 -0.172
C -2.5825 -1.4353 -1.5948 -0.284
H -3.0621 -2.4033 -1.6402 0.211
H -1.0213 -1.9915 -2.9302 0.214
C 0.4705 0.3384 -2.9686 0.663
O 0.7376 1.4312 -3.4303 -0.627
N 1.3272 -0.7150 -3.0459 -0.617
H 1.1320 -1.5410 -2.5035 0.396
C 2.6617 -0.5681 -3.5729 -0.227
H 2.6520 0.3395 -4.1815 0.232
H 2.8908 -1.4265 -4.2121 0.199
C 3.7180 -0.4445 -2.4721 -0.408
H 3.7229 -1.3451 -1.8538 0.204
H 4.6981 -0.3505 -2.9432 0.204
C 3.4516 0.7715 -1.5786 -0.225
N 4.5028 0.9735 -0.6150 -0.423
C 4.4030 0.6271 0.6815 0.693
O 3.4501 0.0709 1.1890 -0.657
C 5.6717 1.0823 1.3847 -0.498
H 5.4342 1.9839 1.9532 0.228
C 6.6444 1.3689 0.2423 -0.405
H 7.2425 0.4818 0.0314 0.209
H 7.3190 2.1945 0.4583 0.219
C 5.7240 1.6721 -0.9451 -0.201
H 5.5267 2.7482 -1.0394 0.185
H 6.1321 1.3147 -1.8933 0.198
H 6.0254 0.3265 2.0829 0.235
H 2.5263 0.6199 -1.0159 0.233
H 3.3445 1.6705 -2.1924 0.210
H -0.9457 2.0428 -1.5464 0.227
H -3.0182 1.6202 -0.2320 0.245
H -4.6223 -1.5929 -0.0404 0.411
H -2.0281 1.6082 2.1227 0.238
H 0.3542 2.4968 1.6439 0.213
H 0.7267 2.0466 3.3054 0.220
H 1.7230 1.4174 1.9902 0.245
```

Computed properties:
**HOMO**: -8.80 eV
**Molar mass**: 429.5 g mol⁻¹



Relative to the most stable one, in eV, the structures come out at version P 0.155; version Q 0.000.



Version P
Formula: C5H9BrN
Source: the OMol25 dataset
Level of theory: wB97M-V/def2-TZVPD

The geometry in XYZ format:
```
16
Properties=species:S:1:pos:R:3:nbo_charge:R:1
C -1.2628 -0.3287 0.1448 0.174
C -0.1751 -1.8712 -0.2337 -0.256
C 1.1161 -1.2587 0.3402 -0.458
C 1.0928 0.2030 0.0581 -0.174
C -0.6534 2.0525 -0.0762 -0.433
N -0.4124 0.6251 0.1277 -0.314
Br -2.9890 -0.2391 0.1564 0.337
H -0.6191 -2.6426 0.3298 0.240
H -0.3320 -1.8240 -1.2692 0.224
H 1.2383 -1.4180 1.3455 0.233
H 1.9007 -1.7292 -0.1479 0.256
H 1.7582 0.8302 0.6436 0.246
H 1.2548 0.3396 -0.9257 0.205
H -1.6481 2.3399 -0.1157 0.239
H -0.1411 2.3033 -1.0896 0.238
H -0.1281 2.6180 0.7118 0.244
```

Computed properties:
**HOMO**: -14.86 eV
**Total charge**: +1
**Molar mass**: 163.0 g mol⁻¹



Version Q
Formula: C5H9BrN
Source: the OMol25 dataset
Level of theory: wB97M-V/def2-TZVPD

The geometry in XYZ format:
```
16
Properties=species:S:1:pos:R:3:nbo_charge:R:1
C 1.5073 1.5303 0.1848 0.204
C -0.7900 1.4111 0.0038 -0.028
C 1.8317 0.2055 0.0788 -0.647
C 0.5522 -0.5563 -0.4914 -0.170
C -1.7628 -0.9037 -0.2711 -0.440
N -0.6632 -0.0651 0.2504 -0.506
Br -1.5410 2.1515 1.5783 0.138
H 2.0752 2.4602 0.0139 0.219
H 2.6458 -0.2912 -0.5244 0.267
H 1.8733 -0.1991 1.0866 0.312
H 0.6512 -0.3483 -1.4856 0.236
H 0.6200 -1.7696 -0.3851 0.249
H -1.6349 -1.9270 -0.4089 0.246
H -2.6338 -0.6683 0.3312 0.242
H -2.1521 -0.5702 -1.1700 0.248
H -0.5790 -0.4599 1.2088 0.428
```

Computed properties:
**HOMO (alpha / beta)**: -13.11 / -13.09 eV
**Total charge**: +1
**Molar mass**: 163.0 g mol⁻¹



Relative to the most stable one, in eV, the structures come out at version P 0.000; version Q 6.003.



Version P
Formula: C4H8N2
Source: the OMol25 dataset
Level of theory: wB97M-V/def2-TZVPD

The geometry in XYZ format:
```
14
Properties=species:S:1:pos:R:3:nbo_charge:R:1
C -1.5833 0.0007 0.5991 -0.273
N -1.1132 -1.1477 1.3846 -0.793
C -0.2073 0.5467 0.4976 -0.090
C 0.6436 0.0038 -0.3971 -0.068
C 1.0627 0.4784 -1.6974 -0.265
N 2.0246 0.3452 -0.5618 -0.605
H -2.3362 0.5877 1.1411 0.209
H -2.0071 -0.3739 -0.3410 0.208
H -0.8416 -0.9121 2.3308 0.363
H 0.1381 1.1037 1.3660 0.199
H -0.3278 -1.5206 0.8462 0.380
H 0.8025 1.5220 -1.8598 0.193
H 1.1838 -0.1228 -2.5858 0.194
H 2.5612 -0.5112 -0.7225 0.347
```

Computed properties:
**HOMO**: -7.87 eV
**Molar mass**: 84.1 g mol⁻¹



Version Q
Formula: C4H8N2
Source: the OMol25 dataset
Level of theory: wB97M-V/def2-TZVPD

The geometry in XYZ format:
```
14
Properties=species:S:1:pos:R:3:nbo_charge:R:1
C -0.8754 -1.5659 0.9906 -0.707
C 0.1970 -0.5983 1.3690 0.066
C 0.7097 1.8013 -1.0113 -0.268
C 0.1331 0.5640 -1.4166 -0.278
H -1.8403 -1.1180 0.8989 0.236
H -0.6040 -2.2017 0.0541 0.230
H -1.0553 -2.3504 1.7686 0.228
H 0.9830 -0.8409 2.0403 0.188
H 0.2929 2.7585 -1.1591 0.212
H 1.7505 1.7020 -0.7598 0.208
H 0.7293 -0.3461 -1.4518 0.205
H -0.7216 0.5295 -2.0827 0.203
N 0.5116 0.5449 0.8749 -0.266
N -0.2104 1.1210 -0.1151 -0.258
```

Computed properties:
**HOMO**: -8.90 eV
**Molar mass**: 84.1 g mol⁻¹



Relative to the most stable one, in eV, the structures come out at version P 0.991; version Q 0.000.